1.
The following is a DFT calculation (ωB97M-V/def2-TZVPD) of C11H10MoN2OS5SbSe4 as an isolated structure.

ORCA input file:
```
! RIJCOSX wB97M-V def2-TZVPD def2/J DEFGRID3
* xyz -1 3
Sb -1.625 3.556 0.812
Mo -0.228 -0.603 0.991
Se -3.132 3.662 -1.051
Se -1.596 1.102 1.855
Se -3.119 4.460 2.634
Se 0.535 4.567 0.916
S -3.728 -3.602 -0.775
S -5.624 -5.521 0.471
S -1.381 -1.700 -0.773
S -1.120 -2.344 2.409
S -3.525 -4.132 2.055
O 1.317 -1.079 2.167
N 0.519 0.333 -0.913
N 2.852 -0.182 0.652
C -2.363 -2.999 1.404
C 2.530 -0.937 -0.546
C 0.091 1.617 -2.877
C 2.030 1.208 2.467
C -2.464 -2.756 0.084
C -4.335 -4.507 0.570
C 1.673 -0.095 -1.446
C -0.261 1.155 -1.626
C 2.073 0.301 -2.712
C 1.277 1.172 -3.436
C 1.813 -0.009 1.607
H 3.008 -0.070 -3.113
H 1.579 1.497 -4.424
H 1.994 2.129 1.887
H 2.016 -1.860 -0.258
H -0.568 2.309 -3.382
H 3.245 0.720 0.409
H 1.260 1.263 3.231
H -1.204 1.442 -1.181
H 3.009 1.126 2.951
H 3.449 -1.225 -1.056
*
```

For the largest force on an atom, the calculation gives 0.5 eV Å⁻¹. The calculation puts the HOMO energy (alpha / beta) at -5.05 / -5.06 eV. Its molar mass is 880.1 g/mol. The value obtained for the energy relative to the best compared isomer or geometry (same formula, charge and spin) is 60.89 kJ/mol. The energy comes out at -340556.726 eV.



2.
The following is a DFT calculation (ωB97M-V/def2-TZVPD) of a 2-piece molecular cluster, H2N2O4S overall in a non-equilibrium geometry.

ORCA input file:
```
! RIJCOSX wB97M-V def2-TZVPD def2/J DEFGRID3
* xyz 0 1
S -0.956 0.770 -0.291
O 0.710 1.129 -0.554
O -0.275 1.783 4.342
O -0.810 -0.213 1.090
O -1.244 -0.034 -1.456
N -1.031 2.343 2.300
N -0.700 2.069 3.307
H -0.364 -1.020 0.691
H 1.073 0.542 -1.361
*
```

For the largest force on an atom, the calculation gives 3.4 eV Å⁻¹. The calculation puts the HOMO energy at -10.90 eV. Its molar mass is 126.1 g/mol. The value obtained for the energy relative to the best compared isomer or geometry (same formula, charge and spin) is 20.07 kJ/mol. The energy comes out at -22034.983 eV.



3.
The following is a DFT calculation (ωB97M-V/def2-TZVPD) of the molecule C3H7N3O2 in a non-equilibrium geometry.

ORCA input file:
```
! RIJCOSX wB97M-V def2-TZVPD def2/J DEFGRID3
* xyz 0 1
O 1.090 -2.960 -0.030
O 0.018 2.583 -0.917
N 1.076 1.817 -0.278
N 1.370 -0.587 -0.594
N -0.533 0.174 0.037
C -1.374 -0.983 0.300
C 1.193 -1.746 0.303
C 0.676 0.396 -0.231
H -0.262 3.577 -0.376
H 1.142 -1.453 1.388
H -2.266 -0.502 -0.074
H 2.042 2.182 -0.726
H -1.691 -1.307 1.450
H -1.198 0.899 -0.051
H -1.282 -2.091 -0.202
*
```

For the largest force on an atom, the calculation gives 6.1 eV Å⁻¹. The calculation puts the HOMO energy at -9.07 eV. Its molar mass is 117.1 g/mol. The value obtained for the energy relative to the best compared isomer or geometry (same formula, charge and spin) is 679.83 kJ/mol. The energy comes out at -11784.267 eV.



4.
The following is a DFT calculation (ωB97M-V/def2-TZVPD) of the molecule C3H3ClO in a non-equilibrium geometry.

ORCA input file:
```
! RIJCOSX wB97M-V def2-TZVPD def2/J DEFGRID3
* xyz 0 1
Cl -0.547 -0.752 2.053
O -1.020 2.008 0.549
C -0.481 1.108 -0.072
C -0.085 -0.164 0.464
C 0.646 -0.919 -0.319
H 1.047 -1.903 -0.218
H -0.274 1.019 -1.156
H 0.714 -0.397 -1.301
*
```

For the largest force on an atom, the calculation gives 3.1 eV Å⁻¹. The calculation puts the HOMO energy at -10.45 eV. Its molar mass is 90.5 g/mol. The value obtained for the energy relative to the best compared isomer or geometry (same formula, charge and spin) is 38.71 kJ/mol. The energy comes out at -17728.047 eV.



> Look up the energy relative to the best compared isomer or geometry (same formula, charge and spin) of the third one.

679.83 kJ/mol



> The highest molar mass belongs to which entry?

C11H10MoN2OS5SbSe4